This record from OMol25 describes a 5-piece molecular cluster, C27H61N3O5 overall in a non-equilibrium geometry. The level of theory is ωB97M-V with the def2-TZVPD basis set.

Atoms and positions in Å:
C  -7.288  -14.785  -12.223
H  9.245  -16.160  -10.623
O  7.004  -17.915  -6.179
H  -9.561  -14.350  -15.570
H  -7.466  -14.863  -16.566
H  -8.445  -13.094  -11.327
H  -2.934  -16.024  -3.212
H  -9.023  -17.378  -14.453
C  -1.190  -15.519  -2.096
C  0.481  -17.383  -1.361
H  9.796  -18.875  -7.561
H  6.513  -17.232  -5.715
C  -6.925  -14.848  -15.620
H  0.645  -17.900  -3.513
H  4.859  -18.000  -9.490
H  -9.341  -16.758  -16.025
H  -3.180  -15.091  -1.191
C  -6.093  -13.912  -12.440
C  8.956  -15.929  -6.023
C  -2.149  -14.739  -1.157
H  -8.199  -16.111  -10.501
H  -8.238  -12.825  -14.223
H  7.120  -17.520  -10.767
H  10.013  -15.708  -5.877
H  -0.227  -13.814  -2.864
O  1.579  -17.138  -15.093
H  -9.824  -12.696  -13.410
H  8.260  -19.530  -9.351
H  5.059  -18.707  -7.907
H  6.857  -16.182  -9.912
H  1.043  -19.251  -2.516
N  -7.400  -15.766  -13.364
H  1.547  -18.903  -0.420
C  0.408  -18.366  -2.556
H  0.068  -18.432  0.521
N  7.435  -17.326  -7.360
H  9.227  -15.218  -8.419
H  -6.322  -13.238  -13.265
H  -0.407  -17.619  -10.031
H  -1.794  -15.248  -4.291
C  -7.994  -15.540  -14.746
C  0.067  -14.637  -2.213
H  10.845  -17.896  -6.494
H  2.248  -17.057  -15.773
H  -9.386  -14.409  -11.796
H  8.425  -16.191  -5.108
H  9.386  -18.766  -5.899
H  9.456  -17.760  -10.227
C  -8.538  -16.894  -15.301
C  -7.314  -15.638  -10.927
H  -6.544  -13.919  -15.194
H  2.198  -14.693  -2.685
H  1.257  -15.860  -3.597
H  -0.548  -18.879  -2.660
C  0.913  -18.086  -0.075
H  8.475  -14.975  -6.242
O  -6.381  -16.733  -13.331
H  -1.690  -14.683  -0.169
C  7.453  -17.090  -9.823
H  -5.974  -13.200  -11.624
H  -6.114  -15.551  -15.810
C  6.917  -17.992  -8.601
H  6.664  -20.072  -9.215
H  0.295  -14.058  -1.318
H  -2.303  -13.688  -1.403
C  9.819  -18.187  -6.716
H  1.439  -17.491  0.672
H  1.859  -15.910  -0.630
C  5.356  -17.863  -8.529
H  -1.876  -17.829  -10.332
H  -2.019  -17.321  -0.024
H  10.511  -16.377  -8.500
H  2.073  -17.199  -14.276
C  -8.948  -13.326  -13.566
H  -10.059  -15.179  -14.067
H  7.489  -19.813  -7.713
H  -6.885  -17.499  -13.616
C  -1.872  -15.900  -3.421
H  5.189  -16.925  -7.999
C  1.332  -15.353  -2.635
H  -1.528  -16.840  -3.852
C  -8.532  -13.821  -12.135
O  -1.896  -17.632  -0.924
C  8.969  -16.865  -9.839
C  -9.260  -14.623  -14.558
C  7.378  -19.413  -8.721
N  -0.827  -16.655  -1.191
O  -1.282  -17.460  -9.678
H  -6.862  -15.025  -10.147
H  -5.155  -14.463  -12.504
H  2.644  -16.877  -1.700
C  8.871  -17.018  -7.185
C  9.425  -16.287  -8.494
H  -6.588  -16.451  -10.904
H  -7.761  -17.576  -15.647
C  1.667  -16.408  -1.580

For the HOMO energy, the calculation gives -7.49 eV. For the LUMO energy, the calculation gives 0.299 eV. The energy relative to the best compared isomer or geometry (same formula, charge and spin) comes out at 3.7681 eV. As for the spin multiplicity: 1. Its SMILES is CC1(C)CCCC(C)(C)N1O.CC1(C)CCCC(C)(C)N1O.CC1(C)CCCC(C)(C)N1O.O.O.

Computed Löwdin charges, given in elementary charges: -0.49 0.10 -0.03 0.10 0.08 0.12 0.07 0.08 -0.48 -0.47 0.06 0.10 -0.02 0.07 0.08 0.08 0.08 -0.04 -0.05 -0.05 0.08 0.08 0.11 0.08 0.12 -0.05 0.09 0.08 0.07 0.11 0.07 -0.13 0.08 -0.04 0.07 -0.14 0.11 0.06 0.03 0.08 -0.48 -0.15 0.08 0.03 0.10 0.07 0.08 0.10 -0.04 -0.04 0.07 0.11 0.10 0.08 -0.04 0.07 -0.02 0.09 -0.13 0.08 0.08 -0.47 0.08 0.12 0.08 -0.03 0.08 0.11 -0.03 0.03 0.09 0.11 0.03 -0.13 0.10 0.09 0.08 -0.01 0.08 -0.18 0.07 -0.12 -0.02 -0.19 -0.10 -0.04 -0.09 -0.05 0.08 0.09 0.13 -0.44 -0.12 0.07 0.08 -0.16